Computed, not measured: 12 unconnected molecules or ions with the total composition C45H84O24S6 in a non-equilibrium geometry, with ωB97M-V/def2-TZVPD.

Geometry as XYZ:
```
159
C45H84O24S6 (ωB97M-V/def2-TZVPD)
C -3.652 0.687 -1.887
C -3.450 1.028 -3.355
C -3.880 -0.075 -4.359
O -4.817 0.546 -5.112
C -5.054 1.807 -4.724
O -5.786 2.541 -5.360
O -4.309 2.089 -3.632
H -3.010 -0.177 -1.715
H -4.667 0.517 -1.528
H -3.262 1.495 -1.269
H -2.407 1.307 -3.502
H -4.407 -0.857 -3.811
H -3.062 -0.504 -4.937
C -0.818 6.042 1.224
C -0.144 5.702 -0.086
C 1.287 5.247 0.022
O 1.381 4.067 -0.775
C 0.154 3.678 -1.143
O -0.179 2.675 -1.765
O -0.770 4.578 -0.606
H -1.888 6.234 1.155
H -0.254 6.878 1.638
H -0.758 5.276 1.997
H -0.186 6.493 -0.834
H 1.478 5.088 1.083
H 1.901 6.052 -0.380
C 4.283 -1.219 0.688
C 4.017 -1.204 2.262
C 4.719 -2.228 3.143
O 5.114 -1.469 4.262
C 5.030 -0.189 3.990
O 5.260 0.743 4.757
O 4.602 -0.018 2.732
H 5.326 -1.459 0.481
H 4.082 -0.258 0.213
H 3.714 -2.007 0.195
H 2.970 -1.296 2.550
H 5.642 -2.551 2.662
H 4.041 -3.038 3.410
C -1.164 0.297 0.380
C 0.247 -0.378 0.418
O 0.803 -0.782 1.456
C 1.003 -0.298 -0.846
H -1.880 -0.335 -0.146
H -1.066 1.268 -0.105
H -1.551 0.570 1.362
H 0.414 -0.729 -1.656
H 1.926 -0.874 -0.780
H 1.280 0.738 -1.037
C 0.980 2.502 4.860
C 1.093 2.547 3.372
O 0.049 2.529 2.697
C 2.473 2.602 2.814
H 0.898 3.481 5.333
H 1.705 1.847 5.344
H -0.022 2.105 5.021
H 3.162 1.923 3.316
H 2.747 3.654 2.887
H 2.473 2.353 1.753
C 0.013 -1.500 -7.053
C -0.426 -0.592 -5.909
O -0.942 0.495 -6.167
C -0.377 -1.131 -4.532
H -0.829 -2.084 -7.424
H 0.744 -2.242 -6.733
H 0.282 -0.871 -7.901
H -1.294 -1.669 -4.294
H -0.379 -0.297 -3.830
H 0.467 -1.807 -4.397
C 0.109 -4.917 3.786
C -0.589 -5.898 2.749
C 0.430 -6.142 1.648
S 1.222 -4.470 1.264
O 0.480 -3.711 0.267
O 2.622 -4.678 1.157
C 0.766 -3.790 2.975
H 0.859 -5.503 4.317
H -0.592 -4.711 4.595
H -1.511 -5.439 2.393
H -0.757 -6.892 3.162
H -0.033 -6.444 0.709
H 1.355 -6.657 1.910
H 0.151 -2.917 2.758
H 1.683 -3.349 3.365
C -2.125 -0.056 6.215
C -2.199 0.151 4.701
C -3.122 1.408 4.568
S -4.492 1.145 5.827
O -5.620 0.553 5.145
O -4.589 2.430 6.597
C -3.547 -0.094 6.726
H -1.561 0.744 6.693
H -1.635 -1.016 6.379
H -2.561 -0.720 4.155
H -1.217 0.451 4.337
H -3.656 1.619 3.641
H -2.639 2.303 4.959
H -4.021 -1.046 6.484
H -3.682 -0.012 7.804
C 5.602 2.691 -0.905
C 4.474 2.979 -1.906
C 4.364 4.458 -2.266
S 5.576 5.335 -1.209
O 4.860 5.695 -0.014
O 6.177 6.436 -1.984
C 6.609 3.857 -0.924
H 6.054 1.718 -1.095
H 5.129 2.873 0.060
H 3.488 2.555 -1.717
H 4.730 2.441 -2.819
H 3.439 4.980 -2.021
H 4.679 4.761 -3.264
H 7.284 3.985 -0.078
H 7.200 3.710 -1.829
C 4.597 -4.364 -2.503
C 3.152 -4.887 -2.657
C 2.317 -3.721 -3.236
S 3.454 -2.551 -4.156
O 3.406 -1.280 -3.445
O 3.292 -2.577 -5.609
C 4.936 -3.499 -3.756
H 5.361 -5.141 -2.475
H 4.662 -3.823 -1.559
H 2.808 -5.169 -1.662
H 3.274 -5.760 -3.299
H 1.854 -3.125 -2.449
H 1.509 -4.055 -3.887
H 5.747 -2.771 -3.736
H 5.025 -4.080 -4.674
C -3.837 4.641 -0.398
C -5.302 4.891 -0.431
C -6.018 3.610 0.029
S -4.881 2.874 1.357
O -4.730 1.441 1.051
O -5.337 3.245 2.663
C -3.442 3.855 0.891
H -3.326 5.597 -0.512
H -3.687 4.051 -1.301
H -5.755 5.316 -1.327
H -5.511 5.638 0.335
H -6.075 2.868 -0.767
H -6.982 3.829 0.489
H -2.564 3.208 0.881
H -3.320 4.563 1.711
C -3.508 -3.631 -0.674
C -2.584 -3.410 -1.907
C -1.785 -4.733 -2.041
S -2.987 -6.125 -1.765
O -2.403 -7.183 -0.986
O -3.824 -6.402 -2.940
C -4.093 -5.067 -0.685
H -4.345 -2.944 -0.553
H -2.922 -3.484 0.233
H -1.847 -2.647 -1.655
H -2.995 -3.094 -2.865
H -1.013 -4.875 -1.285
H -1.360 -5.037 -2.997
H -4.076 -5.467 0.329
H -5.141 -5.083 -0.982
```

The frontier orbital gap comes out at 9.74 eV. Its maximum force is 4.3 eV/A. Its charge is 0. As for the structure (SMILES): C[C@H]1COC(=O)O1.C[C@H]1COC(=O)O1.C[C@H]1COC(=O)O1.O=S1(=O)CCCC1.O=S1(=O)CCCC1.O=S1(=O)CCCC1.O=S1(=O)CCCC1.O=S1(=O)CCCC1.O=S1(=O)CCCC1.CC(C)=O.CC(C)=O.CC(C)=O. For the energy relative to the best compared isomer or geometry (same formula, charge and spin), the calculation gives 376.3 kJ/mol. Its LUMO energy is -0.11 eV. The HOMO energy comes out at -9.851 eV. As for the spin multiplicity: 1.